(1)
Computed, not measured: 32 unconnected molecules or ions with the total composition C13H87NO38 in a non-equilibrium geometry, with the ωB97M-V functional and the def2-TZVPD basis.

Geometry (Å):
C1 -1.674 -2.729 -3.239
C2 -1.808 -2.040 -1.895
O1 -0.564 -2.158 -1.209
C3 -0.585 -2.575 0.134
C4 -0.221 -1.490 1.101
O2 1.021 -0.922 0.737
C5 1.937 -0.755 1.813
C6 2.620 0.586 1.659
O3 2.112 1.470 2.646
C7 2.874 2.627 2.852
C8 2.025 3.952 2.917
N1 2.657 4.946 2.153
O4 0.650 3.620 2.537
C9 -0.025 3.372 3.656
O5 -1.186 3.133 3.702
O6 0.787 3.471 4.730
C10 1.721 4.470 4.288
C11 2.898 4.772 5.160
C12 2.665 4.815 6.655
C13 1.293 5.321 7.090
O7 3.704 5.704 7.106
H1 -0.633 -2.762 -3.511
H2 -2.192 -2.222 -4.035
H3 -2.077 -3.730 -3.206
H4 -2.607 -2.489 -1.319
H5 -2.045 -0.996 -2.049
H6 0.198 -3.321 0.246
H7 -1.507 -3.051 0.434
H8 -0.955 -0.695 1.129
H9 -0.155 -1.978 2.064
H10 2.645 -1.563 1.811
H11 1.446 -0.736 2.774
H12 3.699 0.501 1.719
H13 2.343 0.954 0.675
H14 3.451 2.529 3.762
H15 3.591 2.757 2.054
H16 2.421 5.876 2.471
H17 2.522 4.857 1.156
H18 1.163 5.388 4.129
H19 3.302 5.724 4.861
H20 3.673 4.044 4.966
H21 2.869 3.851 7.094
H22 0.729 4.527 7.549
H23 0.720 5.748 6.284
H24 1.419 6.090 7.835
H25 3.785 5.609 8.059
O8 0.407 -4.988 -1.858
H26 0.036 -4.095 -1.811
H27 -0.097 -5.401 -2.569
O9 0.257 4.092 -0.437
H28 0.112 3.637 0.398
H29 -0.491 3.800 -0.968
O10 -3.697 -2.990 1.370
H30 -4.259 -2.387 1.871
H31 -4.220 -3.799 1.308
O11 -0.203 -5.001 -4.805
H32 0.616 -4.485 -4.851
H33 -0.821 -4.512 -5.364
O12 -1.281 -6.265 -7.262
H34 -1.034 -5.947 -6.387
H35 -1.798 -7.064 -7.115
O13 -2.344 -5.216 2.985
H36 -2.700 -4.339 2.789
H37 -1.753 -5.401 2.249
O14 0.776 7.092 2.163
H38 0.262 7.891 2.318
H39 0.203 6.518 1.640
O15 4.964 4.152 9.852
H40 5.521 3.521 9.387
H41 5.535 4.912 10.001
O16 5.657 5.446 2.884
H42 4.794 5.271 2.484
H43 5.478 6.092 3.577
O17 -2.787 0.853 1.149
H44 -2.933 0.151 1.787
H45 -2.405 1.578 1.675
O18 -1.410 1.799 -0.871
H46 -1.964 1.432 -0.173
H47 -0.699 1.153 -0.966
O19 -2.997 -3.969 -7.824
H48 -3.865 -4.212 -7.468
H49 -2.471 -4.783 -7.790
O20 1.283 -3.596 3.522
H50 0.553 -3.889 4.079
H51 1.904 -4.330 3.549
O21 -1.617 -2.119 -6.549
H52 -1.979 -1.232 -6.442
H53 -2.178 -2.546 -7.216
O22 4.768 -2.448 1.873
H54 4.982 -2.952 1.079
H55 4.437 -3.104 2.494
O23 -4.456 1.314 -1.158
H56 -3.846 1.417 -0.412
H57 -5.290 1.678 -0.843
O24 2.852 -3.071 -0.937
H58 2.264 -2.471 -0.455
H59 2.332 -3.880 -1.032
O25 -1.478 -5.765 -10.256
H60 -1.064 -5.804 -9.387
H61 -2.344 -5.377 -10.087
O26 1.471 -2.249 -7.718
H62 1.534 -1.371 -8.106
H63 0.727 -2.185 -7.105
O27 -5.726 -4.842 -7.636
H64 -6.289 -5.275 -6.987
H65 -6.248 -4.810 -8.443
O28 4.493 7.573 5.013
H66 4.390 7.016 5.799
H67 4.234 8.452 5.309
O29 -3.955 -5.235 5.459
H68 -4.351 -4.369 5.346
H69 -3.374 -5.372 4.695
O30 2.853 -4.482 -4.146
H70 2.679 -5.221 -3.554
H71 3.119 -3.765 -3.558
O31 4.563 -0.695 -1.487
H72 4.892 -0.312 -0.670
H73 4.094 -1.495 -1.219
O32 5.998 10.296 3.780
H74 6.484 10.668 4.521
H75 5.879 9.367 4.008
O33 -6.830 -0.855 -0.752
H76 -6.027 -0.352 -0.939
H77 -7.513 -0.403 -1.256
O34 -3.494 -8.097 5.989
H78 -3.892 -8.472 6.778
H79 -3.633 -7.145 6.072
O35 -7.158 1.933 -1.954
H80 -7.507 2.810 -2.138
H81 -6.612 1.728 -2.721
O36 -0.390 -3.004 -10.319
H82 -0.026 -2.681 -9.485
H83 -0.841 -3.830 -10.117
O37 -1.555 4.188 -3.915
H84 -1.407 3.485 -3.273
H85 -1.217 4.984 -3.495
O38 -3.006 0.723 -6.264
H86 -2.872 1.599 -6.639
H87 -3.704 0.835 -5.612

Computed properties:
orbital gap: 0.33998 hartree
DFT total energy: -3461.37780 a.u.
E_HOMO: -9.76 eV

Results of the Löwdin charge analysis, in e, for atoms 1 through 8: -0.066, -0.223, -0.144, -0.201, -0.178, -0.126, -0.163, -0.151

(2)
Computed, not measured: 2 unconnected molecules or ions with the total composition C28H27N2O in a non-equilibrium geometry, with the ωB97M-V functional and the def2-TZVPD basis.

Geometry (Å):
C1 -1.608 -0.253 0.798
C2 -2.471 0.726 0.155
C3 -3.722 1.101 0.726
C4 -4.584 1.999 0.095
C5 -4.217 2.573 -1.135
C6 -2.936 2.325 -1.665
C7 -2.055 1.435 -1.010
C8 -0.376 -0.628 0.389
C9 0.641 -1.267 1.292
C10 2.011 -1.373 0.626
C11 2.736 -2.570 0.756
C12 3.954 -2.744 0.126
C13 4.542 -1.690 -0.575
C14 3.837 -0.462 -0.711
C15 2.561 -0.348 -0.125
H1 -2.045 -0.728 1.700
H2 -3.990 0.625 1.675
H3 -5.544 2.236 0.566
H4 -4.907 3.259 -1.628
H5 -2.633 2.829 -2.592
H6 -1.062 1.282 -1.406
H7 -0.180 -0.590 -0.744
H8 0.702 -0.753 2.344
H9 2.279 -3.420 1.281
H10 4.463 -3.730 0.198
H11 5.537 -1.795 -1.008
H12 4.262 0.368 -1.255
H13 1.947 0.553 -0.310
H14 0.357 -2.415 1.557
C16 -0.199 -3.731 1.819
H15 -1.250 -3.472 1.739
C17 0.189 -4.707 0.822
C18 0.810 -5.878 1.127
N1 1.182 -6.168 2.403
C19 2.108 -7.335 2.623
C20 3.512 -6.821 2.832
C21 3.960 -6.530 4.131
C22 5.174 -5.879 4.295
C23 5.956 -5.552 3.183
C24 5.533 -5.923 1.895
C25 4.320 -6.570 1.724
C26 0.924 -5.326 3.416
C27 0.143 -4.222 3.184
C28 -0.231 -3.480 4.415
N2 -1.093 -2.426 4.247
O1 0.289 -3.687 5.531
H16 0.132 -4.449 -0.246
H17 1.118 -6.653 0.382
H18 1.765 -7.853 3.534
H19 2.015 -7.996 1.756
H20 3.316 -6.810 4.966
H21 5.507 -5.640 5.310
H22 6.923 -5.069 3.318
H23 6.159 -5.722 1.032
H24 3.950 -6.871 0.734
H25 1.322 -5.608 4.387
H26 -1.754 -2.413 3.462
H27 -1.420 -1.994 5.087

Computed properties:
net charge: +1
orbital gap: 0.21918 hartree
DFT total energy: -1267.60354 a.u.
energy above the lowest of the compared OMol25 structures with the same formula, charge and spin: 122.46 kJ/mol
E_HOMO: -10.73 eV

Results of the Löwdin charge analysis, in e, for atoms 1 through 8: -0.054, -0.221, -0.038, -0.075, -0.070, -0.062, -0.022, -0.091

(3)
Computed, not measured: 2 unconnected molecules or ions with the total composition C4H14N3 in a non-equilibrium geometry, with the ωB97M-V functional and the def2-TZVPD basis.

Geometry (Å):
C1 -2.342 -0.027 0.158
C2 -0.406 0.342 1.598
N1 -1.348 0.840 0.795
N2 -0.118 -0.945 1.607
N3 0.347 1.237 2.270
H1 -1.599 1.819 0.812
H2 -0.748 -1.719 1.436
H3 0.688 -1.184 2.148
H4 -0.050 2.080 2.649
H5 1.117 0.855 2.766
H6 -3.183 -0.219 0.821
H7 -1.851 -0.930 -0.194
H8 -2.767 0.474 -0.711
C3 1.353 0.398 -2.151
C4 1.756 -1.052 -1.864
H9 0.703 0.460 -3.034
H10 0.684 0.865 -1.426
H11 2.209 1.017 -2.399
H12 1.423 -1.361 -0.867
H13 1.296 -1.790 -2.516
H14 2.836 -1.158 -1.899

Computed properties:
net charge: +1
orbital gap: 0.41155 hartree
DFT total energy: -324.84596 a.u.
energy above the lowest of the compared OMol25 structures with the same formula, charge and spin: 49.58 kJ/mol
E_HOMO: -14.35 eV

Results of the Löwdin charge analysis, in e, for atoms 1 through 8: -0.028, -0.434, 0.051, 0.225, 0.208, 0.163, 0.140, 0.130

(4)
Computed, not measured: a single C3H5N3O molecule, with the ωB97M-V functional and the def2-TZVPD basis.

Geometry (Å):
O1 -2.779 0.946 0.383
C1 -2.223 -0.116 -0.330
C2 0.144 -0.078 0.111
N1 -0.821 0.123 -0.583
N2 2.870 0.057 -0.588
C3 2.437 -0.343 0.535
N3 1.096 -0.261 0.860
H1 -2.580 1.754 -0.110
H2 -2.719 -0.278 -1.290
H3 -2.344 -1.005 0.294
H4 3.879 -0.055 -0.630
H5 3.041 -0.745 1.348

Computed properties:
orbital gap: 0.37754 hartree
DFT total energy: -356.77035 a.u.
energy above the lowest of the compared OMol25 structures with the same formula, charge and spin: 228.48 kJ/mol
SMILES: [H]/N=C/N=C=NCO
E_HOMO: -9.49 eV

Results of the Löwdin charge analysis, in e, for atoms 1 through 8: -0.034, -0.287, -0.185, 0.140, 0.090, -0.323, 0.114, 0.097

(5)
Computed, not measured: a single C15H10BrNO3 molecule in a non-equilibrium geometry, with the ωB97M-V functional and the def2-TZVPD basis.

Geometry (Å):
O1 3.159 0.066 -0.048
Br1 -0.055 -4.633 -6.119
N1 3.453 2.947 1.821
O2 3.832 2.001 0.742
O3 0.501 -1.052 -0.180
C1 2.994 1.002 0.720
C2 2.225 2.576 2.235
C3 -0.946 -1.359 1.567
C4 -1.413 -2.137 0.439
C5 0.168 -0.661 1.129
C6 -0.456 -1.903 -0.611
C7 0.711 0.527 1.830
C8 1.860 1.307 1.597
C9 0.898 -3.019 -3.901
C10 -1.335 -3.922 -3.559
C11 0.734 -2.385 -2.695
C12 -1.455 -3.393 -2.343
C13 -0.089 -3.768 -4.401
C14 -0.451 -2.573 -1.944
C15 1.438 3.342 3.237
H1 -1.337 -1.244 2.580
H2 -2.302 -2.560 0.484
H3 0.045 0.971 2.612
H4 1.646 -2.783 -4.700
H5 -2.092 -4.585 -3.926
H6 1.510 -1.753 -2.299
H7 -2.319 -3.652 -1.805
H8 1.949 3.495 4.141
H9 1.146 4.260 2.847
H10 0.646 2.704 3.572

Computed properties:
orbital gap: 0.24969 hartree
DFT total energy: -3431.96013 a.u.
energy above the lowest of the compared OMol25 structures with the same formula, charge and spin: 157.92 kJ/mol
SMILES: CC1=NOC(=O)/C1=C\c1ccc(-c2ccc(Br)cc2)o1
E_HOMO: -8.08 eV

Results of the Löwdin charge analysis, in e, for atoms 1 through 8: 0.104, 0.706, 0.175, 0.044, 0.079, -0.496, -0.253, 0.009

(6)
Computed, not measured: 2 unconnected molecules or ions with the total composition C2H3NOS in a non-equilibrium geometry, with the ωB97M-V functional and the def2-TZVPD basis.

Geometry (Å):
C1 2.009 0.276 0.156
C2 -1.811 -0.825 0.011
N1 1.729 1.210 -0.524
O1 2.344 -0.721 0.633
S1 -2.400 0.624 0.374
H1 -1.008 -1.270 0.586
H2 -2.190 -1.403 -0.823
H3 1.326 2.110 -0.412

Computed properties:
orbital gap: 0.31362 hartree
DFT total energy: -606.15406 a.u.
energy above the lowest of the compared OMol25 structures with the same formula, charge and spin: 87.43 kJ/mol
SMILES: N=C=O.C=S
E_HOMO: -9.05 eV

Löwdin analysis output, partial charges in e: -0.438, -0.583, 0.203, 0.154, 0.595, -0.007, -0.002, 0.078

(7)
Computed, not measured: a molecular structure, C26H17F3N2OPdS4, with the ωB97M-V functional and the def2-TZVPD basis.

Geometry (Å):
Pd1 0.070 0.575 0.855
F1 -5.730 1.049 3.033
C1 -4.629 1.470 2.382
F2 -4.066 2.427 3.139
F3 -5.041 2.056 1.245
C2 -3.682 0.338 2.116
C3 -3.975 -0.959 2.494
C4 -3.067 -1.989 2.265
C5 -1.858 -1.686 1.673
N1 -1.602 -0.441 1.285
C6 -2.465 0.578 1.471
S1 -1.733 2.031 0.826
H1 -4.916 -1.168 2.984
H2 -3.291 -3.004 2.556
H3 -1.072 -2.409 1.499
O1 1.244 -1.030 1.323
C7 1.829 -0.940 2.587
C8 0.873 -0.255 3.557
C9 -0.109 -0.808 4.322
C10 -0.981 0.165 4.886
C11 -0.640 1.437 4.544
S2 0.758 1.462 3.560
C12 2.082 -2.365 3.060
C13 2.649 -2.819 4.212
C14 2.694 -4.239 4.280
C15 2.158 -4.823 3.172
S3 1.604 -3.661 2.047
C16 3.147 -0.185 2.518
C17 3.919 0.340 3.512
C18 5.105 0.953 3.025
C19 5.202 0.878 1.669
S4 3.865 0.063 0.983
H4 -0.215 -1.875 4.455
H5 -1.825 -0.072 5.519
H6 -1.133 2.355 4.821
H7 3.020 -2.165 4.989
H8 3.106 -4.794 5.110
H9 2.068 -5.877 2.963
H10 3.639 0.304 4.556
H11 5.844 1.432 3.653
H12 5.995 1.257 1.043
N2 1.333 1.725 -0.566
C20 2.279 2.264 -0.924
C21 3.471 2.920 -1.374
C22 3.527 4.311 -1.411
C23 4.694 4.927 -1.829
C24 5.789 4.160 -2.204
C25 5.725 2.773 -2.171
C26 4.564 2.143 -1.756
H13 2.667 4.895 -1.112
H14 4.750 6.006 -1.863
H15 6.700 4.647 -2.525
H16 6.579 2.181 -2.471
H17 4.494 1.064 -1.728

Computed properties:
orbital gap: 0.28118 hartree
DFT total energy: -3205.96637 a.u.
energy above the lowest of the compared OMol25 structures with the same formula, charge and spin: 0.00 kJ/mol
E_HOMO: -8.12 eV

Results of the Löwdin charge analysis, in e, for atoms 1 through 8: 0.687, 0.132, -0.597, 0.135, 0.141, -0.115, 0.012, -0.035

(8)
Computed, not measured: a molecular structure, C5H10O3Pb in a non-equilibrium geometry, with the ωB97M-V functional and the def2-TZVPD basis.

Geometry (Å):
O1 0.201 -3.536 -0.220
C1 -0.524 -0.742 -3.206
C2 -0.080 0.233 -2.423
O2 -0.252 0.188 -1.058
C3 0.133 1.356 -0.314
C4 -0.207 1.088 1.130
O3 0.334 -0.187 1.471
C5 0.318 -0.474 2.868
Pb1 0.175 -1.672 -0.001
H1 -1.177 -1.533 -2.829
H2 -0.162 -0.801 -4.231
H3 0.561 1.047 -2.767
H4 -0.432 2.223 -0.679
H5 1.210 1.533 -0.439
H6 -1.295 1.074 1.291
H7 0.242 1.867 1.762
H8 0.661 -1.506 2.992
H9 0.996 0.212 3.391
H10 -0.702 -0.369 3.262

Computed properties:
orbital gap: 0.22597 hartree
DFT total energy: -614.80959 a.u.
energy above the lowest of the compared OMol25 structures with the same formula, charge and spin: 358.97 kJ/mol
E_HOMO: -5.86 eV

Results of the Löwdin charge analysis, in e, for atoms 1 through 8: -0.845, 0.035, -0.247, -0.396, -0.167, -0.191, -0.495, -0.081